Entry from OMol25: a single C20H22N4O3 molecule (wB97M-V/def2-TZVPD).

Geometry as XYZ:
```
49
Properties=species:S:1:pos:R:3:nbo_charge:R:1
O 0.95 -1.53 -0.47 -0.60
N -2.52 -1.79 0.03 -0.19
N -0.06 5.38 -4.01 -0.41
O 3.92 4.63 -4.83 -0.72
O 0.04 -2.07 5.46 -0.55
C -0.16 -1.93 -0.10 0.63
C -1.40 -1.25 -0.46 0.06
C -0.71 4.50 -3.30 0.04
C 1.24 5.14 -4.19 0.04
C -2.58 2.51 -1.97 -0.17
C -0.71 0.96 -1.67 -0.07
C -3.46 1.59 -1.32 -0.25
C 1.15 3.02 -3.07 -0.16
C -1.58 0.03 -1.09 -0.16
C -0.23 3.25 -2.85 -0.06
C -1.23 2.24 -2.21 -0.08
C -2.92 0.31 -0.99 0.14
C 1.87 3.97 -3.76 -0.08
N -3.48 -0.85 -0.44 -0.38
N -0.18 -3.20 0.50 -0.61
C 3.26 3.61 -4.11 -0.06
C 1.38 -2.68 5.31 -0.05
C -1.06 -2.72 4.89 -0.06
C 0.78 -3.63 1.53 -0.23
C 1.76 -2.89 3.86 -0.42
C -0.75 -3.52 3.57 -0.44
C 0.49 -2.96 2.87 -0.20
H 4.78 4.31 -5.15 0.48
H -1.73 4.89 -3.03 0.18
H 1.72 5.88 -4.75 0.21
H -2.96 3.44 -2.27 0.21
H 0.40 0.77 -1.66 0.23
H -4.58 1.90 -1.36 0.23
H 1.57 2.16 -2.66 0.21
H -4.49 -1.04 -0.36 0.41
H -1.17 -3.43 0.82 0.39
H 3.81 3.26 -3.30 0.18
H 3.14 2.67 -4.80 0.16
H 1.31 -3.56 5.80 0.16
H 2.10 -2.09 5.78 0.19
H -1.79 -2.00 4.47 0.18
H -1.52 -3.26 5.68 0.17
H 1.80 -3.54 1.19 0.23
H 0.83 -4.66 1.84 0.20
H 2.23 -3.80 3.81 0.19
H 2.49 -2.11 3.50 0.21
H -0.52 -4.59 3.74 0.19
H -1.55 -3.41 2.83 0.21
H 0.30 -1.90 2.67 0.20
```

Values from the calculation:
Kohn-Sham gap: 8.05 eV
SMILES: O=C(NCC1CCOCC1)c1n[nH]c2ccc(-c3cncc(CO)c3)cc12
HOMO level: -8.33 eV
E: -1219.9637 a.u.
ΔE to the lowest compared entry with this formula, charge and spin: 5.902 eV
total charge: 0


Entry from OMol25: a molecular structure, C20H22N4O5RuS (wB97M-V/def2-TZVPD).

Geometry as XYZ:
```
53
Properties=species:S:1:pos:R:3:mulliken_spin:R:1
Ru -0.83 -2.38 0.22 0.89
O -2.21 -4.79 1.73 0.01
S -1.69 -4.74 0.40 0.00
O -1.78 -5.89 -0.43 0.00
O -2.34 -3.50 -0.27 0.05
O -0.24 -4.20 0.51 0.04
C 3.08 -0.92 0.67 -0.01
C 3.10 -0.26 1.92 0.02
C 1.98 -0.26 2.70 -0.01
C 0.81 -0.91 2.26 0.02
N 0.79 -1.47 0.99 -0.03
C 1.90 -1.49 0.25 0.02
C -0.36 -1.12 3.05 0.01
C -0.56 -0.66 4.38 0.00
C -1.74 -0.94 5.02 0.00
C -2.72 -1.71 4.38 0.00
C -2.46 -2.16 3.10 0.00
N -1.35 -1.84 2.47 -0.03
H 3.96 -0.98 0.06 0.00
H 4.01 0.20 2.26 0.00
H 1.99 0.21 3.67 0.00
H 1.81 -1.99 -0.71 0.00
H 0.21 -0.09 4.87 0.00
H -1.91 -0.58 6.03 0.00
H -3.65 -1.96 4.87 0.00
H -3.16 -2.80 2.57 0.00
C 2.55 0.83 -2.45 0.00
C 1.76 1.86 -1.65 0.00
N 0.81 2.57 -2.47 0.00
C 1.33 3.45 -3.50 0.00
C 1.19 2.86 -4.91 0.00
C -0.54 2.49 -2.37 0.00
O -1.29 3.17 -3.05 0.00
C -1.16 1.57 -1.35 -0.01
C -2.19 2.10 -0.56 0.01
C -2.94 1.24 0.23 -0.01
C -2.63 -0.11 0.25 0.03
N -1.58 -0.61 -0.44 -0.01
C -0.90 0.21 -1.27 0.01
H 3.24 0.32 -1.79 0.00
H 3.12 1.31 -3.24 0.00
H 1.89 0.10 -2.91 0.00
H 2.46 2.60 -1.24 0.00
H 1.24 1.38 -0.82 0.00
H 2.37 3.67 -3.27 0.00
H 0.74 4.38 -3.47 0.00
H 1.73 1.92 -5.00 0.00
H 1.61 3.56 -5.62 0.00
H 0.14 2.70 -5.14 0.00
H -2.41 3.15 -0.60 0.00
H -3.77 1.61 0.81 0.00
H -3.24 -0.82 0.79 0.00
H -0.17 -0.27 -1.91 0.00
```

Values from the calculation:
Kohn-Sham gap (alpha / beta): 7.22 / 6.78 eV
HOMO level (alpha / beta): -12.23 / -12.23 eV
E: -1863.4036 a.u.
ΔE to the lowest compared entry with this formula, charge and spin: 0.545 eV
2S+1: 2
total charge: +1


Entry from OMol25: 4 unconnected molecules or ions with the total composition C20H22N5O2S (wB97M-V/def2-TZVPD).

Geometry as XYZ:
```
50
Properties=species:S:1:pos:R:3:nbo_charge:R:1
N 0.74 -0.70 -0.90 -0.85
C -0.26 0.21 -1.05 0.54
N -1.57 0.05 -0.84 -0.41
C -2.15 1.21 -1.07 0.23
S -3.84 1.60 -1.04 0.11
N -1.23 2.11 -1.47 -0.36
N -0.04 1.47 -1.44 0.13
O 1.17 2.00 -1.74 -0.35
N 1.09 3.59 -2.23 0.51
O 1.32 4.26 -1.38 -0.03
H 1.25 -1.06 -1.68 0.43
H 1.00 -0.98 0.03 0.44
H -3.82 1.89 0.26 0.17
H -1.37 3.07 -1.75 0.45
C -3.80 0.86 -4.76 -0.22
C -4.24 -0.27 -5.44 -0.21
C -4.48 -0.20 -6.81 -0.20
C -4.27 0.99 -7.49 -0.20
C -3.83 2.12 -6.81 -0.20
C -3.59 2.05 -5.44 -0.23
H -3.62 0.81 -3.70 0.18
H -4.40 -1.19 -4.91 0.22
H -4.82 -1.07 -7.34 0.22
H -4.45 1.05 -8.55 0.22
H -3.67 3.05 -7.34 0.22
H -3.26 2.94 -4.91 0.20
C 3.45 0.92 3.94 -0.20
C 3.73 0.10 2.86 -0.21
C 3.28 0.45 1.60 -0.24
C 2.54 1.61 1.42 -0.19
C 2.26 2.43 2.51 -0.24
C 2.72 2.09 3.77 -0.20
H 3.80 0.65 4.93 0.22
H 4.30 -0.81 3.00 0.23
H 3.50 -0.19 0.75 0.21
H 2.19 1.88 0.43 0.18
H 1.69 3.34 2.37 0.21
H 2.51 2.72 4.62 0.22
C 1.68 -2.46 4.33 -0.23
C 2.47 -2.80 5.42 -0.20
C 2.48 -4.10 5.89 -0.21
C 1.69 -5.07 5.27 -0.21
C 0.90 -4.72 4.19 -0.21
C 0.89 -3.42 3.72 -0.21
H 1.67 -1.44 3.97 0.21
H 3.09 -2.05 5.90 0.21
H 3.10 -4.37 6.73 0.22
H 1.70 -6.08 5.64 0.22
H 0.28 -5.48 3.71 0.22
H 0.26 -3.15 2.88 0.20
```

Values from the calculation:
Kohn-Sham gap: 5.23 eV
HOMO level: -11.06 eV
E: -1597.3113 a.u.
total charge: +1